## one
Computed, not measured: 3 unconnected molecules or ions with the total composition C2H11NO3, with ωB97M-V/def2-TZVPD.

## Properties
E_LUMO: 0.800 eV
HOMO-LUMO gap: 10.9 eV

```
! wB97M-V def2-TZVPD RIJCOSX def2/J DEFGRID3
* xyz 0 1
C -0.558 1.531 0.291
O -0.409 1.975 -1.066
C -1.465 0.300 0.309
N -1.058 -0.569 -0.782
H 0.381 1.253 0.805
H -0.930 2.464 0.794
H 0.440 2.426 -1.120
H -1.248 -0.134 1.290
H -2.486 0.779 0.250
H -0.770 -0.039 -1.596
H -1.889 -1.078 -1.081
H 2.248 -1.329 0.420
H 3.524 -0.455 0.007
O 2.715 -0.478 0.515
H 0.520 -2.396 1.076
H 0.240 -1.748 -0.258
O 0.744 -2.502 0.146
*
```

## two
Computed, not measured: a molecular structure, C2H11NO3, with ωB97M-V/def2-TZVPD.

## Properties
E_LUMO: -0.363 eV
HOMO-LUMO gap: 7.9 eV

```
! wB97M-V def2-TZVPD RIJCOSX def2/J DEFGRID3
* xyz 0 1
C -2.812 -0.242 0.050
C -1.007 -0.834 0.564
N -1.376 0.242 -0.060
H -3.186 -0.360 1.063
H -3.056 -1.134 -0.550
H -3.410 0.599 -0.331
H -0.936 -0.878 1.684
H -0.454 -1.628 0.035
H 0.208 2.705 -0.124
H -0.093 1.246 0.168
O 0.658 1.908 0.172
H 3.713 1.388 0.014
H 2.212 1.133 -0.119
O 3.080 0.854 -0.470
H 2.289 -2.256 -0.198
H 2.405 -1.051 -1.119
O 1.767 -1.693 -0.777
*
```

Stability summary - winner: one; margin: 326.8 kJ/mol.

## one
Computed, not measured: a single C3H7NO3S molecule, with ωB97M-V/def2-TZVPD.

## Properties
E_LUMO: 0.449 eV
HOMO-LUMO gap: 9.8 eV

```
! wB97M-V def2-TZVPD RIJCOSX def2/J DEFGRID3
* xyz 0 1
C 1.112 0.287 0.038
C -1.377 0.024 1.024
C -0.465 -0.447 -0.089
N -1.111 -0.114 -1.375
O 2.539 -1.536 -1.363
O 0.959 1.642 0.143
O 1.940 -0.383 0.910
S 2.690 -0.297 -0.575
H -1.211 -0.722 1.830
H -1.320 1.103 1.352
H -2.428 -0.211 0.794
H -0.355 -1.498 0.123
H 0.776 1.914 1.061
H -0.758 -0.573 -2.261
H -0.992 0.811 -1.614
*
```

## two
Computed, not measured: a single C3H7NO3S molecule, with ωB97M-V/def2-TZVPD.

## Properties
E_LUMO (alpha / beta): -0.282 / -0.282 eV
HOMO-LUMO gap (alpha / beta): 8.7 / 8.7 eV

```
! wB97M-V def2-TZVPD RIJCOSX def2/J DEFGRID3
* xyz 0 1
C 0.723 -0.303 -0.525
C 0.229 1.213 -0.389
C -1.253 0.501 1.185
N 0.058 -1.179 0.360
O -2.483 0.795 -1.136
O -2.500 -1.438 0.036
O -0.328 1.383 0.881
S -2.758 0.142 0.134
H 0.482 -0.611 -1.547
H 1.810 -0.298 -0.400
H 1.053 1.922 -0.470
H -0.505 1.379 -1.178
H -1.440 0.414 2.247
H -1.504 -1.616 0.065
H 0.546 -1.275 1.245
*
```

Stability summary - winner: one; margin: 85.7 kJ/mol.

## one
Computed, not measured: a single CH3N3O2S molecule, with ωB97M-V/def2-TZVPD.

## Properties
E_LUMO (alpha / beta): -0.341 / -0.340 eV
HOMO-LUMO gap (alpha / beta): 9.2 / 9.2 eV

```
! wB97M-V def2-TZVPD RIJCOSX def2/J DEFGRID3
* xyz 0 1
C 0.785 -0.991 0.022
N -0.747 1.187 -0.330
N 1.353 0.093 -0.719
N -1.484 0.361 0.153
O 2.199 0.730 -0.045
O -2.534 0.502 0.645
S -0.937 -1.350 -0.261
H 1.340 -1.800 -0.307
H 1.045 -0.904 1.021
H -1.022 2.173 -0.179
*
```

## two
Computed, not measured: a molecular structure, CH3N3O2S, with ωB97M-V/def2-TZVPD.

## Properties
E_LUMO (alpha / beta): -1.322 / -1.321 eV
HOMO-LUMO gap (alpha / beta): 7.7 / 7.7 eV

```
! wB97M-V def2-TZVPD RIJCOSX def2/J DEFGRID3
* xyz 0 1
C 0.023 0.809 -0.116
N -0.581 -1.804 0.081
N -1.346 1.078 -0.450
N 0.451 -0.447 -0.461
O 0.788 1.737 0.167
O 0.015 -2.762 0.483
S 2.001 -0.901 -0.222
H -2.082 0.411 -0.383
H -1.767 1.916 -0.087
H 2.497 -0.038 0.990
*
```

Stability summary - winner: two; margin: 262.2 kJ/mol.

## one
Computed, not measured: a molecular structure, C50H47As2Cl3GeN4O5Rb, with ωB97M-V/def2-TZVPD.

## Properties
E_LUMO (alpha / beta): -0.030 / -2.933 eV
HOMO-LUMO gap (alpha / beta): 7.4 / 4.5 eV

```
! wB97M-V def2-TZVPD RIJCOSX def2/J DEFGRID3
* xyz 0 2
Rb 1.236 0.102 -0.844
O -1.811 -3.991 1.040
C -1.205 -2.891 0.549
O -0.875 -1.980 1.272
C -1.046 -2.925 -0.938
C -1.156 -4.105 -1.642
C -0.902 -4.059 -3.011
C -0.565 -2.856 -3.586
C -0.520 -1.705 -2.792
N -0.762 -1.740 -1.481
C -0.122 -0.362 -3.433
O 1.131 -0.208 -3.525
O -1.035 0.403 -3.756
H -1.876 -3.841 1.995
H -1.414 -5.026 -1.143
H -0.963 -4.960 -3.607
H -0.338 -2.775 -4.641
C -3.426 1.591 0.437
C -2.233 1.375 1.368
As -0.819 2.757 1.369
C -1.760 4.210 2.265
C -2.942 4.040 2.976
C -3.518 5.108 3.658
C -2.917 6.354 3.638
C -1.733 6.533 2.933
C -1.159 5.469 2.257
C -0.834 3.521 -0.444
C -1.784 4.462 -0.831
C -1.726 5.056 -2.085
C -0.717 4.713 -2.970
C 0.233 3.772 -2.601
C 0.179 3.186 -1.347
As -2.811 1.030 -1.353
C -3.846 -0.638 -1.515
C -4.141 -1.132 -2.782
C -4.772 -2.358 -2.930
C -5.111 -3.113 -1.814
C -4.811 -2.635 -0.548
C -4.179 -1.406 -0.403
C -3.988 2.156 -2.442
C -5.295 2.479 -2.091
C -6.066 3.281 -2.916
C -5.541 3.756 -4.113
C -4.247 3.419 -4.479
C -3.471 2.621 -3.646
H -3.710 2.645 0.385
H -4.305 1.040 0.777
H -1.711 0.441 1.138
H -2.524 1.296 2.422
H -3.445 3.082 2.994
H -4.444 4.960 4.199
H -3.368 7.185 4.164
H -1.255 7.503 2.908
H -0.237 5.626 1.707
H -2.580 4.739 -0.150
H -2.485 5.772 -2.373
H -0.678 5.165 -3.953
H 1.008 3.474 -3.296
H 0.960 2.480 -1.096
H -3.862 -0.558 -3.659
H -4.999 -2.726 -3.922
H -5.606 -4.069 -1.932
H -5.064 -3.217 0.329
H -3.941 -1.056 0.596
H -5.719 2.101 -1.166
H -7.080 3.532 -2.632
H -6.144 4.378 -4.761
H -3.837 3.774 -5.416
H -2.464 2.343 -3.935
Cl 4.085 0.768 -1.599
Ge 4.287 0.782 0.582
Cl 6.069 1.818 1.078
Cl 2.665 2.099 1.034
C 5.841 -3.745 2.047
N 4.458 -4.007 1.677
N 4.005 -3.393 0.509
C 2.658 -3.041 0.663
O 1.983 -2.539 -0.226
C 2.326 -3.418 2.016
C 3.439 -3.939 2.586
C 3.676 -4.336 4.001
C 4.576 -3.773 -0.740
C 5.212 -5.002 -0.872
C 5.748 -5.360 -2.099
C 5.629 -4.513 -3.191
C 4.970 -3.300 -3.051
C 4.448 -2.918 -1.825
H 6.458 -3.815 1.156
H 6.166 -4.505 2.754
H 5.961 -2.752 2.491
H 1.352 -3.307 2.461
H 2.725 -4.417 4.523
H 4.279 -3.586 4.516
H 4.194 -5.293 4.067
H 5.270 -5.673 -0.026
H 6.248 -6.314 -2.204
H 6.041 -4.799 -4.149
H 4.856 -2.636 -3.898
H 3.926 -1.981 -1.725
N 0.853 -0.070 3.022
C 2.031 0.392 3.559
C 3.248 -0.251 3.283
C 4.449 0.287 3.741
C 4.474 1.463 4.469
C 3.263 2.087 4.753
C 2.061 1.567 4.315
H 0.824 -0.985 2.604
H -0.021 0.240 3.411
H 3.235 -1.186 2.742
H 5.377 -0.230 3.519
H 5.407 1.885 4.812
H 3.260 3.009 5.321
H 1.134 2.090 4.519
*
```

## two
Computed, not measured: a molecular structure, C50H47As2Cl3GeN4O5Rb, with ωB97M-V/def2-TZVPD.

## Properties
E_LUMO (alpha / beta): -0.012 / -0.935 eV
HOMO-LUMO gap (alpha / beta): 7.3 / 6.9 eV

```
! wB97M-V def2-TZVPD RIJCOSX def2/J DEFGRID3
* xyz 0 2
Rb -0.482 0.300 -0.582
O -2.213 -3.970 -2.878
C -1.838 -2.935 -2.108
O -1.493 -1.876 -2.572
C -1.920 -3.242 -0.642
C -2.596 -4.349 -0.156
C -2.693 -4.488 1.224
C -2.112 -3.537 2.039
C -1.402 -2.488 1.452
N -1.323 -2.344 0.136
C -0.730 -1.421 2.330
O -1.207 -1.300 3.471
O 0.200 -0.766 1.810
H -2.133 -3.676 -3.798
H -3.042 -5.063 -0.832
H -3.227 -5.329 1.647
H -2.180 -3.573 3.117
C 2.648 1.120 -0.555
C 3.046 -0.027 0.390
As 2.297 -1.778 -0.171
C 2.661 -2.848 1.424
C 2.621 -2.352 2.722
C 2.820 -3.200 3.805
C 3.050 -4.552 3.605
C 3.080 -5.058 2.313
C 2.888 -4.212 1.233
C 3.900 -2.358 -1.168
C 3.783 -2.694 -2.513
C 4.901 -3.052 -3.256
C 6.150 -3.083 -2.657
C 6.278 -2.765 -1.311
C 5.159 -2.406 -0.574
As 2.550 0.599 -2.473
C 1.498 2.086 -3.163
C 0.229 1.781 -3.653
C -0.601 2.792 -4.123
C -0.167 4.109 -4.112
C 1.104 4.414 -3.645
C 1.932 3.407 -3.174
C 4.334 1.088 -3.059
C 4.533 1.331 -4.418
C 5.805 1.576 -4.910
C 6.896 1.564 -4.051
C 6.708 1.312 -2.702
C 5.431 1.078 -2.206
H 3.312 1.982 -0.443
H 1.659 1.490 -0.293
H 2.683 0.172 1.399
H 4.130 -0.131 0.441
H 2.396 -1.310 2.897
H 2.783 -2.800 4.811
H 3.202 -5.209 4.451
H 3.258 -6.114 2.146
H 2.926 -4.615 0.226
H 2.809 -2.654 -2.987
H 4.796 -3.301 -4.304
H 7.024 -3.356 -3.235
H 7.250 -2.796 -0.835
H 5.266 -2.172 0.480
H -0.105 0.746 -3.684
H -1.582 2.553 -4.518
H -0.822 4.897 -4.458
H 1.442 5.442 -3.631
H 2.922 3.652 -2.806
H 3.685 1.337 -5.094
H 5.946 1.774 -5.965
H 7.891 1.750 -4.434
H 7.555 1.297 -2.028
H 5.305 0.881 -1.148
Cl 0.396 4.216 -0.106
Ge -1.787 3.928 -0.017
Cl -2.377 5.038 1.768
Cl -2.556 5.301 -1.663
C -2.312 0.941 5.445
N -1.681 1.676 4.361
N -2.259 1.698 3.117
C -1.328 2.045 2.205
O -1.642 2.148 0.955
C -0.112 2.205 2.880
C -0.359 1.905 4.197
C 0.595 1.771 5.328
C -3.653 1.490 2.882
C -4.563 2.489 3.185
C -5.905 2.276 2.912
C -6.316 1.089 2.320
C -5.391 0.103 2.008
C -4.050 0.296 2.301
H -3.372 1.183 5.470
H -1.859 1.269 6.378
H -2.167 -0.127 5.296
H 0.825 2.493 2.438
H 1.565 2.162 5.032
H 0.711 0.718 5.592
H 0.254 2.314 6.210
H -4.212 3.423 3.604
H -6.626 3.049 3.141
H -7.362 0.935 2.089
H -5.710 -0.814 1.529
H -3.312 -0.464 2.096
N -3.083 0.915 -2.161
C -4.428 0.877 -1.766
C -5.112 -0.336 -1.706
C -6.426 -0.377 -1.264
C -7.078 0.785 -0.878
C -6.393 1.992 -0.929
C -5.079 2.042 -1.362
H -2.823 0.143 -2.762
H -2.787 1.801 -2.548
H -4.609 -1.247 -2.010
H -6.944 -1.327 -1.229
H -8.107 0.751 -0.545
H -6.884 2.909 -0.628
H -4.557 2.991 -1.405
*
```

Stability summary - winner: two; margin: 181.6 kJ/mol.

## one
Computed, not measured: 2 unconnected molecules or ions with the total composition C2H9NO2, with ωB97M-V/def2-TZVPD.

## Properties
E_LUMO: 0.694 eV
HOMO-LUMO gap: 10.0 eV

```
! wB97M-V def2-TZVPD RIJCOSX def2/J DEFGRID3
* xyz 0 1
C -2.189 -1.509 0.475
O -1.813 -0.639 -0.550
H -2.972 -2.143 0.025
H -1.340 -1.771 1.036
H -2.629 -0.961 1.336
H -2.402 -0.782 -1.312
N 2.272 1.326 -0.933
C 1.811 1.240 0.414
O 1.037 0.082 0.689
H 2.766 0.444 -1.392
H 1.584 1.597 -1.641
H 2.452 0.976 1.220
H 1.185 2.124 0.622
H 0.238 0.017 0.012
*
```

## two
Computed, not measured: 2 unconnected molecules or ions with the total composition C2H9NO2, with ωB97M-V/def2-TZVPD.

## Properties
E_LUMO: 0.827 eV
HOMO-LUMO gap: 9.7 eV

```
! wB97M-V def2-TZVPD RIJCOSX def2/J DEFGRID3
* xyz 0 1
C -1.576 0.895 0.083
O -2.359 1.815 -0.701
C -0.583 0.209 -0.851
N 0.449 -0.438 -0.106
H -1.112 1.463 0.899
H -2.232 0.149 0.551
H -3.210 1.913 -0.264
H -1.196 -0.497 -1.410
H -0.240 0.989 -1.542
H 1.053 0.188 0.393
H 1.046 -1.074 -0.607
H 3.080 -2.119 1.901
H 3.844 -1.513 0.709
O 3.036 -1.980 0.944
*
```

## three
Computed, not measured: 2 unconnected molecules or ions with the total composition C2H9NO2, with ωB97M-V/def2-TZVPD.

## Properties
E_LUMO: 0.813 eV
HOMO-LUMO gap: 9.9 eV

```
! wB97M-V def2-TZVPD RIJCOSX def2/J DEFGRID3
* xyz 0 1
C 0.497 1.193 0.083
O 1.154 0.694 -1.063
C -0.860 1.853 -0.409
N -0.721 2.818 -1.445
H 0.343 0.390 0.778
H 1.180 1.956 0.500
H 2.012 0.295 -0.819
H -1.497 0.932 -0.470
H -1.323 2.428 0.478
H 0.017 2.419 -2.042
H -1.581 2.964 -1.944
H -0.044 -6.660 1.885
H 0.879 -5.535 2.276
O -0.056 -5.748 2.193
*
```

Stability summary - winner: two; margin: 36.1 kJ/mol.